A cluster of 5 separate species, C34H58FN3O12P in total, computed with ωB97M-V/def2-TZVPD.

**Largest force on an atom**: 1.3 eV/Å
**LUMO**: -3.3 eV
**HOMO level**: -11.51 eV

```
! wB97M-V def2-TZVPD RIJCOSX def2/J DEFGRID3
* xyz 1 1
P -3.536 -1.804 1.488
F -4.932 -1.011 -1.343
O 2.956 5.352 1.261
O 1.668 7.168 1.591
O 3.665 -3.792 2.223
O -7.849 3.268 -4.610
O 6.124 -0.018 -6.191
O -6.278 2.344 -3.333
O 5.446 -2.429 1.978
O 0.952 5.554 0.239
O -5.861 4.305 -4.363
O 6.779 -0.454 -4.076
O 5.443 1.284 -4.480
O 5.631 -4.381 3.083
N -1.119 -0.628 2.067
N 0.803 0.163 3.082
N 0.544 -0.872 -2.675
C -3.084 -3.579 1.412
C -6.591 3.401 -4.130
C -3.109 -2.351 4.287
C -4.315 -4.454 1.672
C 3.546 -5.171 2.612
C 1.954 0.840 0.417
C -1.962 -0.962 1.054
C -7.481 1.588 -3.092
C 1.958 5.963 1.055
C 2.062 2.287 0.930
C 6.704 -0.614 -1.653
C 0.086 -0.053 1.927
C 5.461 1.104 -3.062
C 0.081 0.268 -1.890
C -0.964 6.589 -0.849
C -3.840 -0.163 -1.496
C 3.131 -0.071 0.835
C -0.302 -0.057 -0.446
C -3.980 1.056 -0.613
C -8.293 1.933 -4.320
C 4.967 -3.434 2.389
C -2.523 -0.969 -1.391
C 0.534 7.699 0.892
C 3.690 0.053 2.268
C -7.150 0.131 -2.899
C 6.120 0.243 -5.036
C 1.509 -1.744 -2.023
C -3.786 -1.404 3.282
C 6.724 0.299 -2.851
C 0.572 0.233 0.635
C -1.591 -0.653 -0.241
C 5.268 -6.703 3.705
C -0.169 6.444 0.423
C 4.675 -5.321 3.609
H -3.433 -3.371 4.106
H -3.911 0.187 -2.525
H -3.989 -5.426 2.033
H -3.033 1.580 -0.504
H -2.785 -2.024 -1.347
H -8.054 -0.463 -2.769
H -1.404 5.635 -1.140
H 2.564 -5.361 3.037
H 4.766 0.163 2.227
H 2.360 -1.177 -1.666
H -2.033 -0.839 -2.340
H -0.822 0.632 -2.369
H 1.642 2.961 0.192
H 4.517 -7.418 4.041
H -6.519 0.012 -2.026
H -2.026 -2.303 4.191
H -1.427 -0.840 3.005
H 5.470 2.068 -2.558
H 7.599 0.954 -2.823
H 3.108 2.554 1.044
H 7.626 -1.191 -1.588
H 1.602 2.448 1.900
H -7.951 1.994 -2.192
H -4.859 -4.623 0.750
H -3.408 -0.390 3.420
H 5.882 -1.328 -1.729
H 2.838 -1.106 0.670
H -9.366 1.920 -4.151
H -8.050 1.295 -5.172
H -6.594 -0.254 -3.756
H 6.098 -6.715 4.410
H -2.693 -3.779 0.416
H 5.655 -7.022 2.737
H -4.859 -1.358 3.435
H -0.067 8.311 1.559
H -4.369 0.813 0.371
H -3.405 -2.100 5.301
H 3.959 0.122 0.157
H -4.987 -4.027 2.411
H -4.670 1.751 -1.087
H -2.276 -3.837 2.097
H -0.791 6.029 1.221
H 0.785 1.083 -1.965
H -1.767 7.313 -0.715
H -0.323 6.917 -1.667
H 3.517 -0.883 2.787
H -0.240 -1.403 -3.018
H 6.591 -0.038 -0.734
H 1.123 1.115 3.200
H 1.895 -2.439 -2.765
H 4.370 -4.965 4.597
H 1.092 -2.359 -1.219
H 4.564 0.547 -2.771
H 2.035 0.924 -0.651
H 0.893 8.310 0.062
H 3.688 -5.794 1.726
H 3.228 0.822 2.871
H 0.306 -0.107 3.921
*
```

***

A structure of composition C34H59BrCrNP3, computed with ωB97M-V/def2-TZVPD.

**⟨S²⟩**: 6.139
**Largest force on an atom**: 3.3 eV/Å
**LUMO (spin up / spin down)**: -6.7 / -8.0 eV
**HOMO level (spin up / spin down)**: -12.78 / -12.74 eV

```
! wB97M-V def2-TZVPD RIJCOSX def2/J DEFGRID3
* xyz 2 5
Br -1.489 -1.292 1.539
Cr -1.318 0.039 -4.495
P 0.166 0.944 3.601
P -2.311 -3.030 -3.007
P 2.429 -1.266 0.303
N -0.992 5.715 -6.267
C -0.299 -4.720 -2.224
C -0.883 4.341 -4.325
C 2.279 2.740 3.036
C -1.613 0.214 0.497
C -1.219 3.213 -5.108
C 2.324 -2.952 1.071
C -2.857 0.547 -0.077
C 2.908 -0.427 -2.359
C -0.573 -3.228 -2.410
C 2.504 -1.627 -1.502
C 5.297 -1.732 0.264
C -1.278 4.662 -7.027
C -1.585 1.064 4.186
C -0.449 0.901 0.096
C -3.051 -1.274 -4.977
C 0.781 2.688 3.370
C -1.556 1.483 -3.246
C -1.403 1.940 -4.495
C -2.883 1.333 -1.222
C 4.182 -0.766 0.657
C -0.780 5.586 -4.960
C -2.577 -1.274 -3.486
C 1.165 0.109 4.966
C -1.383 3.374 -6.495
C 2.890 -4.152 0.315
C -3.124 -3.034 -1.339
C -1.643 1.626 -1.856
C -1.780 1.334 5.678
C 0.386 3.665 4.473
C 1.581 1.002 6.136
C 2.384 -0.624 4.378
C -0.488 1.694 -1.039
C -4.405 -3.855 -1.377
C -2.471 2.006 3.357
H 2.236 0.428 -2.198
H -2.271 1.947 2.281
H -2.855 1.279 5.910
H 5.220 -2.070 -0.779
H -3.821 1.668 -1.663
H -3.777 0.146 0.342
H -4.128 -1.051 -5.006
H 0.793 3.375 5.448
H 2.856 -5.031 0.972
H 0.236 2.973 2.451
H -1.449 2.344 5.949
H -3.322 -2.003 -1.016
H 6.261 -1.215 0.362
H 2.544 2.053 2.220
H 0.772 -4.919 -2.099
H 2.522 3.759 2.702
H 0.731 1.502 6.617
H -0.699 4.267 -3.254
H 3.200 -2.463 -1.649
H 0.510 0.776 0.600
H 2.095 -1.314 3.573
H -2.413 -3.471 -0.625
H 2.330 1.750 5.838
H 2.803 -2.873 2.061
H -5.175 -3.357 -1.976
H -4.230 -4.855 -1.792
H 5.341 -2.609 0.920
H -1.606 2.538 -7.145
H 1.246 -3.102 1.253
H 3.134 0.080 3.986
H 0.105 -2.801 -3.163
H 0.459 -0.657 5.339
H -1.258 0.601 6.304
H -2.526 -0.520 -5.664
H 4.223 -0.559 1.740
H 0.350 2.311 -1.365
H -0.457 -2.672 -1.465
H -1.419 -1.006 -3.212
H 2.914 2.520 3.906
H -0.816 -5.131 -1.347
H -3.269 -0.756 -2.804
H -0.638 -5.291 -3.101
H 3.938 -4.012 0.024
H -4.798 -3.979 -0.363
H 4.321 0.197 0.141
H 3.940 -0.108 -2.156
H 2.303 -4.398 -0.580
H -1.937 0.042 3.953
H -1.430 4.832 -8.097
H 0.803 4.647 4.216
H 1.509 -1.977 -1.817
H 2.845 -0.697 -3.423
H 2.862 -1.213 5.177
H -2.377 3.049 3.686
H 2.047 0.357 6.897
H -3.516 1.706 3.515
H -2.909 -2.271 -5.428
H -0.700 3.784 4.555
H -0.520 6.477 -4.379
*
```

***

A structure of composition C34H59ClN2O2SiTm, computed with ωB97M-V/def2-TZVPD.

**⟨S²⟩**: 2.002
**Largest force on an atom**: 2.7 eV/Å
**LUMO (spin up / spin down)**: -2.0 / -2.0 eV
**HOMO level (spin up / spin down)**: -10.48 / -10.50 eV
**ΔE to the lowest compared entry with this formula, charge and spin**: 310.7 kJ/mol

```
! wB97M-V def2-TZVPD RIJCOSX def2/J DEFGRID3
* xyz 1 3
Tm 0.239 1.261 1.428
Cl 1.013 2.729 3.550
Si 2.088 2.005 -1.416
O 0.744 -0.647 -2.973
O 1.979 -2.312 -1.608
N -0.693 -0.365 2.759
N -1.782 1.966 1.445
C -0.893 4.637 0.915
C -1.385 -2.709 2.373
C -2.113 2.552 0.184
C 3.158 -2.324 -0.821
C -0.478 0.037 -3.462
C 1.343 -1.909 -4.987
C 3.169 -3.278 0.358
C 2.345 3.661 -0.531
C 2.259 1.908 2.559
C -0.376 -1.779 2.729
C -1.525 0.096 3.727
C -1.631 -0.728 4.987
C -3.494 0.491 -0.407
C 1.351 2.708 -3.015
C -2.991 2.308 -2.046
C -1.113 -4.075 2.407
C 0.333 -3.994 -1.893
C 1.840 -0.897 -4.006
C -2.870 1.813 -0.748
C 0.856 -2.265 3.223
C -3.905 2.763 2.361
C 3.847 1.408 -1.837
C -2.770 -2.252 2.023
C -2.375 1.206 3.613
C 0.128 -4.561 2.846
C 1.898 -1.327 3.726
C 0.771 -2.834 -1.039
C -1.591 3.822 -0.139
C -1.574 -0.974 -3.344
C -1.704 4.261 -1.462
C -2.664 1.929 2.446
C -2.386 3.507 -2.428
C 1.088 -3.640 3.262
C 1.070 0.791 -0.607
H 4.458 1.333 -0.926
H -3.003 1.408 4.477
H 2.562 -1.866 4.408
H -1.006 5.714 0.739
H -3.578 1.728 -2.767
H 2.874 -4.297 0.084
H 2.092 0.065 -4.442
H 1.481 -0.479 4.284
H -0.230 0.319 -4.491
H 0.195 4.448 0.961
H 3.191 4.205 -0.958
H 1.203 -4.664 -2.006
H -3.993 0.486 0.570
H 2.683 -1.279 -3.432
H 0.318 -5.627 2.888
H 0.290 2.943 -2.855
H -2.759 -1.354 1.386
H 3.286 -1.282 -0.468
H -0.054 0.602 -0.728
H 2.724 1.155 3.202
H 1.580 0.060 0.097
H 1.472 4.330 -0.630
H -4.417 2.727 3.335
H 1.409 2.031 -3.870
H -1.740 -1.294 -2.294
H -4.554 2.350 1.586
H 0.011 -2.050 -0.979
H 2.516 -2.915 1.172
H -2.772 -0.349 -0.416
H 2.527 -0.943 2.916
H 3.838 0.407 -2.280
H 0.882 -3.158 -0.015
H -1.356 -1.880 -3.930
H -2.354 -1.548 4.898
H 1.837 3.652 -3.317
H -0.509 -4.533 -1.449
H 2.970 2.652 2.220
H 4.201 -3.314 0.719
H -1.978 -0.097 5.810
H -1.239 5.204 -1.757
H -3.370 -2.021 2.921
H 0.046 -3.651 -2.891
H 2.214 -2.157 -5.597
H 0.579 -1.542 -5.663
H 3.971 -2.550 -1.533
H 2.551 3.594 0.554
H -1.289 4.452 1.921
H 1.057 -0.591 -2.027
H 1.015 -2.820 -4.478
H -2.481 3.855 -3.462
H -1.893 -4.765 2.110
H -3.657 3.810 2.087
H -4.256 0.246 -1.157
H -0.679 0.920 -2.856
H 2.038 -3.988 3.665
H -3.299 -3.053 1.481
H -0.668 -1.146 5.298
H 4.374 2.075 -2.534
H -2.515 -0.554 -3.733
*
```

***

A cluster of 9 separate species, C34H60N4O12 in total, computed with ωB97M-V/def2-TZVPD.

**Largest force on an atom**: 1.8 eV/Å
**LUMO**: 0.2 eV
**SMILES string**: CCOC(C)=O.CCOC(C)=O.CCOC(C)=O.O=C1OCCO1.O=C1OCCO1.CCCC#N.CCCC#N.CCCC#N.CCCC#N
**HOMO level**: -10.18 eV

```
! wB97M-V def2-TZVPD RIJCOSX def2/J DEFGRID3
* xyz 0 1
O 0.379 0.206 -3.856
O 3.697 4.273 -0.224
O 3.049 -5.214 -0.272
O 3.859 5.134 1.856
O 0.681 -0.022 -1.633
O -2.124 1.222 5.042
O -3.257 4.835 -4.342
O -1.207 0.578 3.066
O -3.322 3.822 -2.347
O -0.957 2.660 3.826
O 1.299 -6.234 -1.171
O 2.324 3.602 1.426
N -3.632 7.535 3.198
N 1.816 1.585 5.675
N -4.609 -2.553 1.195
N -0.952 -4.679 -3.981
C -0.094 -7.776 -5.209
C -0.199 -5.487 -4.301
C 3.362 4.317 0.904
C 2.059 -6.107 -0.243
C -1.278 -2.378 0.124
C -3.261 4.211 1.560
C 0.719 -6.575 -4.705
C 3.945 0.427 3.142
C 4.504 -3.599 -1.223
C 0.115 1.259 -1.360
C 0.729 -0.427 -2.898
C -2.303 5.212 0.886
C 2.135 0.988 4.746
C 2.042 -6.917 1.024
C 1.939 4.136 2.700
C -2.401 -1.360 0.469
C -4.350 1.704 -2.076
C 2.504 0.185 3.566
C -1.332 3.382 4.996
C -2.827 6.990 2.585
C -4.445 3.056 -2.767
C 1.128 -1.893 -2.982
C -1.154 -7.444 -6.235
C 0.118 1.549 0.133
C -1.643 -3.737 -0.464
C 3.472 -4.662 -1.519
C 4.283 -0.490 1.960
C 3.212 4.868 3.075
C -1.388 1.386 3.921
C -1.791 6.315 1.821
C -1.619 2.232 5.944
C -3.633 -2.043 0.870
C -2.769 4.630 -3.265
C -1.438 5.261 -2.886
H 1.816 0.497 2.771
H -4.495 2.888 -3.843
H 0.649 -8.504 -5.542
H -2.613 -0.729 -0.394
H -0.843 1.255 0.549
H -0.556 -8.227 -4.327
H 1.391 -6.773 -3.869
H 0.253 2.622 0.282
H 1.708 -2.079 -3.881
H -4.109 4.794 1.922
H 1.753 -2.099 -2.110
H 4.124 1.488 2.948
H 1.456 -7.817 0.869
H -0.525 -1.878 -0.483
H 1.378 -6.168 -5.478
H -0.785 -4.399 -0.591
H 5.271 -0.315 1.540
H -4.496 1.735 -0.992
H 3.550 -0.391 1.155
H -1.709 6.313 -2.817
H 4.208 -1.522 2.305
H 0.974 4.613 2.530
H 4.702 0.232 3.907
H -5.384 3.558 -2.523
H -0.814 -2.540 1.105
H -0.727 1.847 6.435
H -1.619 -8.377 -6.578
H -2.071 -0.815 1.352
H -5.122 1.001 -2.390
H -0.792 -7.006 -7.165
H -1.322 7.139 1.270
H 1.727 -6.296 1.857
H -1.024 4.809 -1.990
H -0.478 3.949 5.362
H -0.924 1.241 -1.694
H -2.717 3.805 2.411
H -2.322 -4.276 0.195
H -2.205 4.022 4.860
H -2.784 5.750 0.064
H 1.782 3.359 3.450
H 2.182 -0.847 3.713
H 5.217 -3.421 -2.025
H 3.834 4.207 3.684
H -3.343 1.330 -2.270
H -1.977 -6.890 -5.788
H 3.073 -7.246 1.172
H -2.033 -3.528 -1.463
H 5.086 -3.955 -0.368
H -0.806 5.056 -3.746
H 4.057 -2.648 -0.932
H -0.987 5.921 2.446
H 0.981 1.150 0.666
H 3.923 -5.455 -2.120
H 3.042 5.765 3.670
H -2.376 2.519 6.671
H 2.588 -4.274 -2.028
H -3.617 3.471 0.852
H -1.471 4.671 0.434
H 0.249 -2.534 -2.935
H 0.689 2.044 -1.855
*
```